147
Properties=species:S:1:pos:R:3:forces:R:3 method="wB97M-V/def2-TZVPD" gap_ev=8.7 spin_multiplicity=1 e_above_lowest_kj_mol=474.8 energy_ha=-6010.83955 e_lumo_ev=0.29 largest_force_ev_per_a=3.4
C 0.87906 1.43198 6.55777 -0.015 -1.885 0.946
C 0.43446 0.20853 7.07273 0.468 1.471 -0.979
C -0.76924 -0.66684 6.52567 0.498 0.888 0.645
C -1.33594 -0.21611 5.09964 -1.313 0.151 1.576
O -1.56283 -1.40473 4.31020 1.293 1.096 -0.881
C -0.52248 -1.62479 3.34752 0.393 -1.766 -1.798
C 0.27106 -2.99143 3.59644 0.659 0.772 1.324
C 1.84978 -2.66235 3.76829 -1.364 -0.803 -0.261
C 2.52820 -3.98936 4.33317 0.874 0.200 -0.966
C 3.91127 -3.77311 5.10257 -0.234 -0.540 1.080
C 3.97353 -2.48689 6.05329 0.903 -0.224 0.458
C 5.02078 -1.38341 5.52660 -1.749 0.123 0.358
C 4.64981 -0.74989 4.10916 1.248 0.346 -0.517
C 5.23186 -1.57605 2.85140 -0.867 0.037 -0.447
C 5.02953 -0.75011 1.47149 0.013 -0.366 2.291
O 6.16566 -0.95683 0.61478 -1.895 1.111 -0.552
C 5.87325 -0.23057 -0.59895 0.360 0.307 -1.063
C -1.12321 -1.70770 1.84461 0.362 2.187 1.082
C -1.61313 -0.20606 1.48980 0.142 -0.100 -1.251
C -1.07390 0.17023 0.02862 0.724 2.531 0.440
C -0.35722 1.36639 -0.22913 -1.347 -2.665 -0.107
O 0.04369 -1.99123 1.00340 -1.210 -1.585 0.042
C -0.18045 -3.14395 0.18589 0.099 0.295 -0.572
C 1.21109 -3.47884 -0.52175 0.301 -0.459 1.057
F 2.26159 -3.44394 0.43346 -1.898 -0.037 -1.907
F 1.19771 -4.79393 -1.04893 -0.024 2.386 0.698
C 1.58493 -2.46217 -1.68990 0.487 1.387 -0.660
F 0.57770 -2.49721 -2.69170 2.434 -0.133 2.100
F 1.65684 -1.12675 -1.22804 -0.225 -3.244 -1.045
F 2.83321 -2.77485 -2.22735 -2.774 0.566 0.780
H 0.30543 2.10197 5.84831 0.792 -1.235 0.659
H 1.93459 1.75859 6.84768 -1.841 -0.120 -0.101
H 1.01174 -0.21947 7.96118 -0.661 0.397 -1.554
H -0.42026 -1.75142 6.47488 -0.433 1.413 0.020
H -1.60741 -0.61592 7.30759 1.060 -0.257 -1.105
H -0.73720 0.59242 4.58141 -0.511 -1.250 0.534
H -2.37096 0.23805 5.29519 1.514 -0.579 -0.516
H 0.25941 -0.78771 3.30782 -1.244 -0.945 0.236
H 0.09454 -3.79940 2.82297 0.180 1.049 0.823
H -0.08238 -3.39955 4.60940 0.395 0.489 -1.444
H 1.89145 -1.76871 4.46434 0.126 -1.225 -0.587
H 2.27458 -2.31909 2.76037 -0.495 -0.615 1.435
H 1.78159 -4.58580 4.96132 1.057 1.035 -0.620
H 2.76573 -4.65508 3.42660 -0.467 0.820 1.228
H 4.82932 -3.78324 4.42705 -1.414 0.098 0.696
H 4.03868 -4.68523 5.79157 -0.137 1.184 -1.066
H 4.38998 -2.84013 7.06546 -0.623 0.528 -1.353
H 2.94738 -2.04453 6.29854 1.364 -0.529 -0.608
H 4.96855 -0.52521 6.28634 0.423 -1.218 -0.967
H 6.04113 -1.87734 5.54053 -1.065 0.836 -0.181
H 5.19070 0.26521 4.06227 -0.753 -1.357 0.034
H 3.54256 -0.49758 3.98677 1.462 -0.583 0.303
H 6.32907 -1.81603 3.05253 -1.389 0.424 -0.457
H 4.66599 -2.55940 2.68293 0.939 1.273 0.529
H 4.92119 0.34752 1.79600 0.225 -1.273 -0.888
H 4.04632 -1.10581 1.00619 1.303 0.555 0.284
H 6.76574 -0.34979 -1.28659 -1.029 0.087 0.824
H 5.71098 0.88549 -0.42783 0.289 -1.391 0.073
H 4.95085 -0.62091 -1.14945 1.066 0.239 0.850
H -1.94711 -2.48119 1.74106 1.062 0.817 0.109
H -1.08956 0.49959 2.20703 -1.021 -0.773 -0.862
H -2.74453 -0.11933 1.58728 1.461 -0.068 -0.019
H -1.27132 -0.55832 -0.81544 0.855 0.649 1.181
H 0.38476 1.36401 -1.08748 -1.523 0.467 0.711
H -0.51268 2.31811 0.36001 0.753 -1.539 -0.174
H -0.56154 -4.04082 0.77134 0.779 0.889 -0.643
H -0.97584 -2.90282 -0.60740 1.185 -0.459 0.798
C 0.33077 0.07078 -4.37432 -0.188 0.126 -0.147
S 1.97294 0.80221 -4.32703 0.017 0.119 0.139
O 1.83789 2.17038 -3.74091 -0.047 -0.273 -0.203
C 2.15831 0.99651 -6.11228 -0.067 0.070 -0.109
H 0.00063 -0.10099 -3.34982 0.126 0.069 -0.046
H -0.36871 0.74514 -4.87296 0.023 0.032 0.031
H 0.37455 -0.88175 -4.90496 0.063 0.015 0.044
H 1.35291 1.62032 -6.50394 -0.019 -0.027 0.101
H 2.13931 0.01489 -6.58870 0.001 0.011 0.068
H 3.11752 1.47584 -6.30953 -0.039 -0.039 0.130
C -1.83651 4.82087 3.32973 0.105 -0.006 -0.043
S -3.03042 3.55191 3.79543 -0.067 0.042 0.039
O -2.34292 2.22808 3.68862 -0.075 0.350 -0.156
C -4.07651 3.73626 2.33492 0.082 -0.061 -0.195
H -1.05635 4.85545 4.09036 -0.161 -0.059 0.047
H -1.39188 4.57627 2.36333 -0.076 -0.086 0.023
H -2.33617 5.78934 3.27999 -0.026 -0.066 0.072
H -3.48975 3.55999 1.43129 0.021 -0.022 0.053
H -4.50157 4.74119 2.31714 0.036 -0.029 0.071
H -4.88198 3.00374 2.39278 0.091 0.014 0.091
C -2.05261 4.21480 -5.89011 0.159 0.004 0.056
S -3.23760 2.93359 -5.42949 -0.050 0.032 -0.157
O -2.53854 1.61634 -5.54029 -0.007 0.212 -0.073
C -4.28256 3.11627 -6.88706 0.231 -0.141 0.213
H -1.27214 4.25358 -5.12905 -0.083 -0.077 -0.001
H -1.60561 3.97713 -6.85686 -0.089 -0.070 0.021
H -2.56025 5.17955 -5.93734 -0.038 -0.067 0.014
H -3.69578 2.95043 -7.78916 0.064 0.087 0.175
H -4.71546 4.11783 -6.90053 0.060 -0.021 -0.027
H -5.08253 2.37810 -6.83458 0.087 0.032 0.027
C -4.01452 2.88611 7.88479 0.052 -0.110 -0.013
S -3.77063 4.67353 7.82266 0.154 -0.039 -0.114
O -2.74816 4.94751 6.77018 -0.124 -0.067 0.294
C -2.94667 4.80304 9.42344 0.103 -0.029 0.060
H -4.48708 2.56990 6.95435 0.046 0.127 0.022
H -3.05187 2.38287 7.99227 0.017 0.095 -0.032
H -4.66553 2.63671 8.72436 0.003 0.070 -0.025
H -2.05252 4.17734 9.43314 -0.045 0.007 -0.092
H -3.63319 4.49049 10.21207 -0.022 0.021 -0.068
H -2.66309 5.84357 9.58227 -0.070 -0.045 -0.105
C -6.60908 1.30261 -10.20287 -0.119 -0.002 0.064
S -4.96078 2.03506 -10.16667 -0.190 0.114 0.006
O -5.09350 3.40580 -9.58573 -0.122 -0.248 -0.492
C -4.79967 2.22025 -11.95519 -0.013 0.070 -0.092
H -6.93401 1.13439 -9.17482 0.145 0.066 0.007
H -7.30628 1.98057 -10.69820 0.106 0.048 0.001
H -6.57158 0.34871 -10.73168 0.076 0.035 0.019
H -5.61177 2.83961 -12.33961 0.007 -0.008 0.100
H -4.82196 1.23604 -12.42598 0.016 0.012 0.075
H -3.84474 2.70125 -12.16782 -0.043 -0.036 0.112
C 0.73471 -9.13298 -3.49626 0.033 0.020 -0.117
S -0.41361 -8.95798 -2.11439 -0.250 -0.044 -0.094
O -1.72723 -9.51832 -2.55002 0.379 0.204 0.032
C -0.53547 -7.15952 -2.20513 0.012 0.047 -0.096
H 0.92802 -10.19461 -3.65166 -0.081 0.054 0.101
H 0.29615 -8.70768 -4.40049 -0.060 -0.006 0.076
H 1.67108 -8.62584 -3.25775 -0.047 -0.017 0.048
H -0.89293 -6.86002 -3.19191 -0.012 -0.101 0.016
H 0.44220 -6.71859 -2.01034 -0.055 -0.103 0.003
H -1.24167 -6.82237 -1.44612 0.040 -0.132 -0.009
C 9.72713 2.26897 -1.50448 0.067 0.129 -0.016
S 8.98795 1.26157 -0.20108 -0.186 0.121 0.171
O 7.97443 2.10646 0.49654 0.415 -0.127 -0.212
C 10.45850 1.20691 0.84447 0.090 0.075 0.067
H 8.96721 2.46555 -2.26119 -0.020 -0.077 0.115
H 10.07925 3.21486 -1.08939 -0.053 -0.047 0.049
H 10.55732 1.72498 -1.95818 -0.050 -0.032 0.035
H 10.76414 2.22041 1.11006 -0.084 -0.007 -0.043
H 11.26428 0.69825 0.31246 -0.070 -0.009 -0.015
H 10.21647 0.65164 1.75076 -0.097 0.014 -0.111
C -7.68829 3.29270 -4.78184 -0.077 0.085 -0.077
S -7.15341 1.58861 -5.04151 -0.021 -0.031 -0.056
O -7.02307 1.37941 -6.51603 -0.276 0.036 0.265
C -8.70607 0.82763 -4.52433 -0.108 -0.025 -0.055
H -6.87792 3.95797 -5.08111 0.011 -0.137 0.008
H -8.57194 3.50172 -5.38717 0.045 -0.080 -0.021
H -7.91115 3.44673 -3.72486 0.054 -0.062 -0.023
H -9.52496 1.19348 -5.14608 0.090 0.028 -0.026
H -8.89506 1.06397 -3.47596 0.075 0.005 -0.035
H -8.61649 -0.25248 -4.64107 0.102 0.089 -0.018